{
  "formula": "C35H42CrN8O2S",
  "method": "the ωB97M-V functional and the def2-TZVPD basis",
  "elements": ["Cr", "C", "C", "N", "O", "C", "C", "N", "O", "H", "H", "H", "H", "H", "H", "H", "C", "C", "C", "C", "C", "C", "C", "N", "C", "C", "C", "C", "C", "C", "C", "N", "C", "C", "C", "C", "H", "H", "H", "H", "H", "H", "H", "H", "H", "H", "H", "H", "H", "H", "H", "H", "H", "H", "H", "H", "H", "H", "H", "H", "S", "C", "N", "N", "C", "C", "C", "C", "C", "C", "N", "N", "C", "C", "C", "C", "C", "C", "H", "H", "H", "H", "H", "H", "H", "H", "H", "H", "H"],
  "positions_angstrom": [[0.224, -0.360, 2.240], [-2.676, -0.487, 5.437], [-1.597, -0.728, 4.435], [-1.395, 0.056, 3.423], [-2.204, 1.175, 3.263], [-0.692, -1.846, 4.541], [-0.750, -2.918, 5.576], [0.232, -1.818, 3.601], [1.095, -2.718, 3.442], [-3.582, -0.126, 4.953], [-2.351, 0.261, 6.166], [-2.898, -1.398, 5.986], [-2.276, 1.609, 4.126], [-0.586, -2.517, 6.578], [0.036, -3.639, 5.364], [-1.710, -3.438, 5.572], [-0.087, 4.314, -2.946], [-1.404, 3.726, -2.417], [-2.307, 4.857, -1.901], [-2.116, 3.010, -3.564], [-1.089, 2.787, -1.261], [-0.402, 3.255, -0.141], [-0.084, 2.390, 0.883], [-0.416, 1.098, 0.854], [-1.103, 0.628, -0.195], [-1.451, 1.445, -1.259], [-1.421, -0.824, -0.144], [-2.150, -1.474, -1.126], [-2.367, -2.845, -1.053], [-1.829, -3.508, 0.050], [-1.122, -2.806, 1.000], [-0.922, -1.487, 0.910], [-3.126, -3.617, -2.122], [-4.303, -4.354, -1.468], [-2.163, -4.634, -2.754], [-3.666, -2.702, -3.220], [-0.294, 4.979, -3.785], [0.582, 3.524, -3.292], [0.434, 4.894, -2.184], [-2.536, 5.544, -2.716], [-1.825, 5.429, -1.107], [-3.247, 4.462, -1.513], [-2.289, 3.716, -4.375], [-3.088, 2.617, -3.259], [-1.515, 2.190, -3.965], [-0.101, 4.290, -0.060], [0.463, 2.713, 1.760], [-1.990, 1.031, -2.095], [-2.539, -0.909, -1.958], [-1.947, -4.576, 0.174], [-0.668, -3.302, 1.850], [-3.970, -5.066, -0.712], [-4.852, -4.911, -2.228], [-4.993, -3.652, -0.996], [-1.779, -5.340, -2.018], [-1.315, -4.130, -3.221], [-2.686, -5.204, -3.523], [-4.356, -1.954, -2.824], [-4.215, -3.301, -3.947], [-2.863, -2.193, -3.757], [1.523, 0.949, 3.668], [3.011, 0.744, 2.784], [4.141, 1.166, 3.331], [5.201, 1.375, 2.582], [5.243, 1.886, 1.250], [6.286, 1.505, 0.425], [6.386, 2.051, -0.849], [5.449, 2.969, -1.292], [4.411, 3.354, -0.449], [4.304, 2.819, 0.822], [3.052, 0.172, 1.555], [1.987, -0.412, 1.172], [2.035, -0.843, -0.191], [1.712, -2.157, -0.501], [1.691, -2.557, -1.828], [1.986, -1.646, -2.835], [2.328, -0.340, -2.513], [2.360, 0.068, -1.188], [6.040, 1.488, 3.131], [7.008, 0.776, 0.770], [7.201, 1.750, -1.495], [5.531, 3.395, -2.283], [3.691, 4.093, -0.778], [3.512, 3.136, 1.490], [1.517, -2.857, 0.301], [1.460, -3.585, -2.075], [1.969, -1.961, -3.870], [2.581, 0.364, -3.296], [2.632, 1.080, -0.916]],
  "lowdin_spin": [2.8856, 0.0033, 0.0208, -0.0250, -0.0047, -0.0020, -0.0014, -0.0114, 0.0415, 0.0005, 0.0015, 0.0001, -0.0006, -0.0001, -0.0001, 0.0002, 0.0003, 0.0005, 0.0003, 0.0000, 0.0043, -0.0004, 0.0053, -0.0040, 0.0042, -0.0005, 0.0078, -0.0009, 0.0085, -0.0020, 0.0084, -0.0038, 0.0010, 0.0005, 0.0006, 0.0000, 0.0000, 0.0000, 0.0000, 0.0001, 0.0000, 0.0000, 0.0000, 0.0000, 0.0000, 0.0000, 0.0006, -0.0001, -0.0002, -0.0003, 0.0003, 0.0000, 0.0001, 0.0000, 0.0000, 0.0000, 0.0001, 0.0000, 0.0000, 0.0000, -0.0143, -0.0541, 0.1972, 0.1856, 0.0067, 0.0157, -0.0032, 0.0148, -0.0014, 0.0141, -0.0376, -0.2229, -0.0083, -0.0130, 0.0013, -0.0119, 0.0015, -0.0133, 0.0026, 0.0012, -0.0005, 0.0009, -0.0002, 0.0005, -0.0006, 0.0003, -0.0007, 0.0002, 0.0004],
  "energy_ev": -92243.1130,
  "homo_energy_ha": [-0.3650, -0.3632],
  "multiplicity": 4,
  "lumo_ev": [-3.15, -3.39],
  "relative_energy_kcal_mol": 14.83,
  "charge": 1
}